(1)
DFT (the ωB97M-V functional and the def2-TZVPD basis) results for the ion C6H6N with charge +1 in a non-equilibrium geometry.

Geometry as XYZ:
```
13
Properties=species:S:1:pos:R:3:forces:R:3
C -1.589 -0.434 1.013 2.658 -0.855 2.833
C -0.246 -0.350 1.254 -1.683 1.180 -1.396
C -2.224 -0.192 -0.047 0.367 0.220 -1.248
C -1.495 0.746 -1.086 -0.001 -0.031 -0.322
C -0.319 0.650 -1.507 -2.401 0.077 1.227
C 2.161 -0.410 0.799 3.561 4.462 2.884
N 0.847 -0.074 0.919 -3.136 -0.342 0.909
H -3.088 -0.648 -0.436 -1.276 -0.088 -0.338
H -2.163 1.498 -1.445 -0.648 0.521 -0.289
H 0.616 0.616 -1.866 2.864 -0.059 -1.231
H 2.216 -1.146 0.143 0.667 -3.231 -3.310
H 2.497 -0.808 1.776 0.214 0.450 -0.444
H 2.787 0.553 0.483 -1.186 -2.304 0.726
```
Forces are in eV/Å.

## Properties
Relative energy (zero: lowest compared OMol25 entry of this formula, charge and spin): 524.8 kJ/mol
Gap between HOMO and LUMO (alpha / beta): 6.644 / 8.638 eV
Charge: +1
Strongest force on any atom: 6.395 eV/Å
LUMO level (alpha / beta): -6.6 / -5.4 eV

---

(2)
DFT (the ωB97M-V functional and the def2-TZVPD basis) results for the ion C6H6N with charge +1 in a non-equilibrium geometry.

Geometry as XYZ:
```
13
Properties=species:S:1:pos:R:3:forces:R:3
C 1.367 1.434 -0.072 -0.730 -0.023 0.443
C 0.058 1.175 -0.057 1.181 0.321 -0.207
C 2.268 0.463 0.036 -3.631 0.659 -0.745
C 1.714 -0.942 -0.063 0.961 0.569 0.941
C 0.544 -1.397 0.041 -3.018 -1.853 -1.606
C -2.334 0.450 0.016 -2.936 -0.394 0.845
N -0.990 0.630 0.007 3.828 1.289 -0.074
H 3.264 0.573 0.184 2.918 0.094 0.245
H 2.503 -1.682 0.037 0.099 -0.514 -0.156
H -0.344 -2.028 -0.340 1.753 1.229 1.109
H -2.808 0.908 -0.883 0.426 -1.645 -0.176
H -2.951 1.033 0.736 1.175 -0.241 0.501
H -2.291 -0.615 0.359 -2.026 0.508 -1.120
```
Forces are in eV/Å.

## Properties
Relative energy (zero: lowest compared OMol25 entry of this formula, charge and spin): 520.9 kJ/mol
Gap between HOMO and LUMO (alpha / beta): 7.120 / 7.111 eV
Charge: +1
Strongest force on any atom: 4.040 eV/Å
LUMO level (alpha / beta): -6.4 / -6.4 eV

---

(3)
DFT (the ωB97M-V functional and the def2-TZVPD basis) results for the ion C6H6N with charge +1 in a non-equilibrium geometry.

Geometry as XYZ:
```
13
Properties=species:S:1:pos:R:3:forces:R:3
C 1.926 1.014 -0.929 -0.581 -0.095 0.185
C 0.903 0.393 -0.375 -0.671 0.313 0.271
C -0.449 -1.341 0.650 -0.157 -1.120 0.117
C 0.983 -1.030 0.158 0.721 -0.459 0.049
C -1.251 -0.175 0.456 0.276 0.479 0.220
C -0.500 0.841 -0.187 0.892 1.016 -0.881
N -0.958 2.014 -0.556 -0.167 -0.211 0.085
H -0.913 -2.191 0.124 0.067 -0.012 -0.082
H -0.480 -1.678 1.696 -0.004 0.115 -0.028
H 1.707 -1.082 0.975 -0.171 -0.036 -0.039
H 1.323 -1.716 -0.622 -0.148 0.011 0.122
H -0.358 2.710 -0.982 -0.151 -0.046 -0.007
H -1.934 2.241 -0.407 0.093 0.046 -0.012
```
Forces are in eV/Å.

## Properties
Relative energy (zero: lowest compared OMol25 entry of this formula, charge and spin): 497.8 kJ/mol
Gap between HOMO and LUMO (alpha / beta): 6.822 / 7.713 eV
Charge: +1
Strongest force on any atom: 1.614 eV/Å
LUMO level (alpha / beta): -7.4 / -7.5 eV

---

(4)
DFT (the ωB97M-V functional and the def2-TZVPD basis) results for a structure of composition C6H6N in a non-equilibrium geometry.

Geometry as XYZ:
```
13
Properties=species:S:1:pos:R:3:forces:R:3
C 0.196 -0.840 -0.864 -0.367 -0.130 -0.835
C 1.085 -0.819 -1.880 0.133 0.119 0.059
C -0.789 0.780 1.889 -0.224 0.347 0.738
C -1.057 -1.443 -0.693 0.746 1.454 2.883
C 0.413 1.057 1.018 0.052 0.504 0.105
C -0.825 -0.510 1.106 -0.220 -1.854 -3.373
N 0.235 -0.062 0.345 -0.151 -0.318 0.783
H 1.931 -0.153 -1.864 0.211 -0.009 0.084
H 0.956 -1.446 -2.746 -0.133 -0.067 -0.084
H -0.653 0.695 2.967 0.037 0.037 -0.014
H -1.633 1.442 1.692 -0.015 0.015 -0.125
H -1.699 -2.208 -1.069 -0.300 -0.233 -0.057
H 1.163 1.822 0.946 0.233 0.135 -0.162
```
Forces are in eV/Å.

## Properties
Relative energy (zero: lowest compared OMol25 entry of this formula, charge and spin): 207.4 kJ/mol
Gap between HOMO and LUMO (alpha / beta): 7.477 / 9.038 eV
Charge: +1
Strongest force on any atom: 3.855 eV/Å
LUMO level (alpha / beta): -5.5 / -6.4 eV
2S+1: 3

---

(5)
DFT (the ωB97M-V functional and the def2-TZVPD basis) results for the molecule C6H6N2O in a non-equilibrium geometry.

Geometry as XYZ:
```
15
Properties=species:S:1:pos:R:3:forces:R:3
O 0.073 2.625 -0.067 -0.389 -1.029 -0.044
N 0.303 1.272 0.256 0.860 4.568 2.028
C 0.469 0.900 1.588 -0.508 1.754 2.653
N 0.295 -0.356 1.760 -1.110 -2.370 -2.640
C -0.055 -0.779 0.462 0.018 -1.792 0.767
C -0.005 0.254 -0.500 -0.972 -5.050 0.839
C -0.182 -0.408 -1.806 -2.141 -1.826 1.752
C -0.579 -1.741 -1.556 1.487 1.838 -0.155
C -0.420 -2.245 -0.112 -0.131 4.599 1.029
H 0.940 3.011 -0.078 0.795 0.432 -0.120
H 0.436 1.430 2.646 0.490 0.279 -3.158
H -0.353 0.089 -2.740 0.534 0.011 -0.462
H -0.508 -2.408 -2.374 -0.749 -0.709 -0.786
H 0.542 -2.684 -0.072 0.838 -1.312 0.089
H -1.187 -2.736 0.594 0.977 0.605 -1.791
```
Forces are in eV/Å.

## Properties
Relative energy (zero: lowest compared OMol25 entry of this formula, charge and spin): 402.0 kJ/mol
SMILES string: On1cnc2c1C=CC2
Gap between HOMO and LUMO: 8.530 eV
Strongest force on any atom: 5.211 eV/Å
LUMO level: 0.7 eV

---

(6)
DFT (the ωB97M-V functional and the def2-TZVPD basis) results for the molecule C6H6N2O2 in a non-equilibrium geometry.

Geometry as XYZ:
```
16
Properties=species:S:1:pos:R:3:forces:R:3
N 1.556 -1.630 0.317 1.108 1.248 -0.668
C 0.467 -0.968 -0.271 -0.713 -0.471 0.473
C -0.444 -1.622 -1.169 4.229 -3.804 0.521
C -1.564 -1.138 -1.630 -3.130 2.895 -3.017
C -1.888 0.264 -1.481 0.395 -0.547 2.459
C -1.174 0.915 -0.443 -0.417 -0.466 -2.596
C -0.032 0.283 0.107 -0.001 0.783 0.511
N 0.632 1.075 1.124 0.963 1.276 1.753
O 0.041 2.059 1.610 0.977 -1.747 -0.975
O 1.785 0.750 1.510 -1.742 0.404 -0.706
H 1.987 -2.348 -0.301 -0.581 0.855 0.848
H 2.257 -0.965 0.809 -1.751 -1.520 -1.255
H -0.171 -2.651 -1.621 -0.159 1.565 1.324
H -2.113 -1.751 -2.380 0.252 0.592 0.788
H -2.737 0.745 -1.985 0.527 -0.346 0.296
H -1.348 1.981 -0.249 0.043 -0.717 0.244
```
Forces are in eV/Å.

## Properties
Relative energy (zero: lowest compared OMol25 entry of this formula, charge and spin): 337.6 kJ/mol
SMILES string: Nc1ccccc1[N+](=O)[O-]
Gap between HOMO and LUMO: 8.282 eV
Strongest force on any atom: 5.712 eV/Å
LUMO level: -0.5 eV

---

(7)
DFT (the ωB97M-V functional and the def2-TZVPD basis) results for the molecule C6H6N2O2 in a non-equilibrium geometry.

Geometry as XYZ:
```
16
Properties=species:S:1:pos:R:3:forces:R:3
N -2.531 -1.582 -0.055 1.059 1.981 -0.102
C -1.637 -0.452 0.095 -0.197 -4.986 -1.536
C -2.095 0.804 -0.022 -2.361 2.302 0.702
C -1.269 1.871 -0.002 4.561 1.126 -1.976
C 0.184 1.556 -0.100 0.062 -1.327 1.805
C 0.570 0.144 0.068 -2.706 3.443 -1.373
C 2.032 -0.163 0.045 -0.912 -1.919 -0.522
O 2.843 0.688 0.134 1.366 0.933 0.228
O 2.348 -1.477 -0.145 -0.521 0.705 0.208
N -0.377 -0.807 0.007 2.084 0.080 1.301
H -2.278 -2.464 0.347 0.530 -0.026 0.216
H -3.434 -1.301 0.204 -1.512 0.002 0.316
H -3.155 1.037 -0.088 -0.022 -0.459 0.096
H -1.621 2.917 -0.231 0.385 -1.305 0.662
H 1.103 2.238 -0.110 -1.962 -0.571 -0.071
H 1.500 -1.956 -0.213 0.147 0.022 0.045
```
Forces are in eV/Å.

## Properties
Relative energy (zero: lowest compared OMol25 entry of this formula, charge and spin): 32.8 kJ/mol
SMILES string: Nc1cccc(C(=O)O)n1
Gap between HOMO and LUMO: 9.061 eV
Strongest force on any atom: 5.221 eV/Å
LUMO level: 0.1 eV

---

(8)
DFT (the ωB97M-V functional and the def2-TZVPD basis) results for the molecule C6H6N2O2S2 in a non-equilibrium geometry.

Geometry as XYZ:
```
18
Properties=species:S:1:pos:R:3:forces:R:3
O -2.554 0.128 -2.614 -0.953 0.852 -3.135
N -2.374 1.557 -2.641 -1.145 -1.892 -0.570
C -1.743 1.905 -1.629 0.632 0.550 2.702
C -1.017 1.107 -0.541 0.710 -0.552 -2.763
C -0.368 -0.083 -0.779 -0.630 -0.089 1.689
C 0.569 -0.666 0.229 -1.018 3.546 -1.153
C 1.372 0.040 1.045 -0.153 0.003 -2.016
C 2.162 -0.590 2.032 1.282 0.042 5.390
N 2.098 -1.743 2.633 -0.083 0.128 -3.527
O 1.471 -2.695 1.706 0.928 -2.283 4.273
S 1.576 1.773 0.743 -1.984 0.649 0.463
S -0.595 2.169 0.757 2.352 -0.009 0.964
H -3.015 0.029 -3.520 1.062 -0.150 2.227
H -1.779 2.980 -1.415 0.420 -0.270 -0.479
H -0.720 -0.778 -1.552 0.342 0.760 0.084
H 0.610 -1.662 0.364 -0.335 -3.101 -0.036
H 2.723 0.030 2.819 -0.751 -0.150 -1.657
H 1.583 -3.500 2.364 -0.677 1.966 -2.455
```
Forces are in eV/Å.

## Properties
Relative energy (zero: lowest compared OMol25 entry of this formula, charge and spin): 390.4 kJ/mol
SMILES string: O/N=C\C1=CC=C(/C=N\O)SS1
Gap between HOMO and LUMO: 7.129 eV
Strongest force on any atom: 5.541 eV/Å
LUMO level: -1.4 eV

---

(9)
DFT (the ωB97M-V functional and the def2-TZVPD basis) results for a cluster of 2 separate species, C6H6N2O4 in total in a non-equilibrium geometry.

Geometry as XYZ:
```
18
Properties=species:S:1:pos:R:3:forces:R:3
C -1.165 -0.903 -1.972 2.599 1.236 1.858
C -1.934 -0.466 -0.885 0.732 0.295 -0.066
C 0.260 -0.730 -1.845 -2.171 0.434 -1.391
C -1.314 0.130 0.210 2.207 -0.679 -0.964
C 0.129 0.280 0.216 0.142 0.483 1.689
C 1.528 1.030 1.710 -6.889 -0.310 -0.126
N 0.826 -0.153 -0.826 0.671 0.420 1.604
N -2.181 0.532 1.305 0.575 0.817 1.942
O -3.244 -0.042 1.507 0.914 0.546 -0.652
O -1.733 1.426 2.056 -0.538 -1.084 -0.964
O 1.124 0.277 2.829 1.349 0.933 -1.004
O 2.716 0.948 1.274 1.419 1.954 0.046
H -1.416 -1.127 -2.959 -1.381 -0.779 -1.050
H -2.992 -0.427 -0.752 -0.787 -0.536 -0.804
H 0.933 -0.828 -2.707 -0.464 -0.627 0.192
H 1.036 2.010 1.568 0.839 -0.410 0.828
H 0.300 0.655 3.172 0.068 0.007 -0.325
H 2.953 0.110 0.976 0.713 -2.701 -0.811
```
Forces are in eV/Å.

## Properties
Relative energy (zero: lowest compared OMol25 entry of this formula, charge and spin): 455.2 kJ/mol
Gap between HOMO and LUMO: 7.895 eV
Strongest force on any atom: 6.897 eV/Å
LUMO level: -0.8 eV

---

(10)
DFT (the ωB97M-V functional and the def2-TZVPD basis) results for the molecule C6H6N2OS in a non-equilibrium geometry.

Geometry as XYZ:
```
16
Properties=species:S:1:pos:R:3:forces:R:3
C -0.164 -0.341 0.039 1.326 2.846 -0.158
C 0.384 1.209 -0.007 -2.278 -2.130 0.442
C 0.597 -1.354 -0.041 0.794 -0.463 -0.062
C -0.629 2.249 0.298 0.088 0.578 -0.079
C -2.659 -0.256 -0.034 1.587 -0.150 0.757
C 1.510 -2.457 -0.126 -0.023 -0.476 -0.097
N 1.559 1.431 -0.294 1.915 0.561 -0.396
N -1.498 -0.293 0.221 -2.343 -0.433 -0.242
O 2.542 0.748 -0.562 -0.287 -0.361 0.057
S -4.210 -0.210 -0.148 -0.961 0.079 -0.305
H -1.381 2.307 -0.490 -0.025 -0.011 0.039
H -1.136 2.045 1.238 -0.020 -0.035 0.046
H -0.132 3.212 0.370 -0.033 0.086 0.005
H 1.464 -3.055 0.788 0.058 -0.034 -0.035
H 2.542 -2.144 -0.284 0.078 0.069 0.005
H 1.213 -3.089 -0.966 0.124 -0.125 0.022
```
Forces are in eV/Å.

## Properties
Relative energy (zero: lowest compared OMol25 entry of this formula, charge and spin): 504.1 kJ/mol
Gap between HOMO and LUMO (alpha / beta): 8.580 / 7.823 eV
Strongest force on any atom: 3.150 eV/Å
LUMO level (alpha / beta): -0.2 / -0.7 eV

---

(11)
DFT (the ωB97M-V functional and the def2-TZVPD basis) results for the molecule C6H6N2OS in a non-equilibrium geometry.

Geometry as XYZ:
```
16
Properties=species:S:1:pos:R:3:forces:R:3
C 0.091 -0.693 2.110 1.336 -0.097 1.479
C -2.003 -1.365 1.038 2.381 2.078 -0.927
C -1.723 -0.619 -0.029 1.724 0.664 0.169
C -0.989 -2.616 2.861 1.815 -1.215 1.153
C -1.009 -1.567 2.075 -1.350 -0.739 -0.730
C 1.651 1.737 -1.562 -2.355 -3.273 -1.085
N 1.095 -0.210 2.375 0.605 0.561 0.238
N -0.592 1.144 -1.524 -2.240 -0.343 -0.492
O 0.313 1.999 -1.954 -0.143 0.870 -0.766
S -0.145 0.124 -0.305 0.327 -0.357 0.373
H -2.852 -1.893 1.032 -3.155 -1.858 0.333
H -2.259 -0.395 -0.907 -1.438 -0.213 -0.635
H -0.136 -3.099 3.443 -1.590 0.788 -0.578
H 1.682 2.098 -0.595 0.945 -0.130 2.473
H 2.182 2.331 -2.177 2.220 1.774 -2.043
H 1.743 0.628 -1.831 0.918 1.491 1.038
```
Forces are in eV/Å.

## Properties
Relative energy (zero: lowest compared OMol25 entry of this formula, charge and spin): 773.6 kJ/mol
Gap between HOMO and LUMO (alpha / beta): 8.841 / 5.941 eV
Strongest force on any atom: 4.176 eV/Å
LUMO level (alpha / beta): -0.3 / -1.4 eV

---

(12)
DFT (the ωB97M-V functional and the def2-TZVPD basis) results for a cluster of 2 separate species, C6H6N2S in total in a non-equilibrium geometry.

Geometry as XYZ:
```
15
Properties=species:S:1:pos:R:3:forces:R:3
C 0.597 0.486 -1.452 1.187 -0.975 -0.036
C -0.511 1.310 -1.683 0.610 0.248 -0.344
C 1.206 -1.527 1.497 1.407 1.894 -0.739
C -1.235 -0.491 -0.588 1.447 -3.350 4.128
C 0.752 -0.256 1.820 1.594 -5.567 0.053
C 0.200 -0.776 -0.794 -5.176 4.399 -1.115
N -1.612 0.784 -1.022 0.712 -0.906 -0.994
N 0.296 0.384 2.735 -1.612 0.871 0.275
S 0.925 -2.211 -0.178 0.507 0.594 1.218
H 1.684 0.670 -1.603 -1.187 0.202 -0.545
H -0.724 2.176 -2.406 0.908 -1.370 1.466
H 2.212 -1.768 1.970 -1.332 0.152 -0.661
H -2.511 1.128 -1.404 0.540 -1.006 1.072
H 0.302 1.336 2.486 0.304 2.187 0.430
H -1.580 -1.245 0.623 0.090 2.626 -4.208
```
Forces are in eV/Å.

## Properties
Relative energy (zero: lowest compared OMol25 entry of this formula, charge and spin): 441.1 kJ/mol
Gap between HOMO and LUMO (alpha / beta): 8.210 / 8.209 eV
Strongest force on any atom: 6.884 eV/Å
LUMO level (alpha / beta): 0.3 / 0.3 eV

---

Question: Look up the relative energy (zero: lowest compared OMol25 entry of this formula, charge and spin) of the sixth one.
Answer: 337.6 kJ/mol

---

Question: Which of these has the lowest relative energy (zero: lowest compared OMol25 entry of this formula, charge and spin)?
Answer: number 7

---

Question: Look up the strongest force on any atom of the first one.
Answer: 6.395 eV/Å

---

Question: Which value of strongest force on any atom does entry 4 give?
Answer: 3.855 eV/Å